Entry 1:
The following is a quantum chemistry calculation of a cluster of 14 separate species, C18H24BCl39N2 in total at a distorted geometry, from OMol25.

Each line ends with the Löwdin charge.
Element x y z (Å)
C: -2.01865 -0.74581 3.35117  -0.084
C: -0.77597 -1.86155 3.36142  -0.300
C: -0.57055 -2.70592 4.75106  -0.071
N: -0.06248 -2.00469 2.19729  0.082
B: 1.38947 -2.36913 2.44756  -0.263
C: 2.65119 -1.32609 2.60967  -0.147
C: 2.90842 -0.86293 4.18698  -0.153
N: 3.99494 -1.41062 4.85536  0.016
H: -2.86077 -1.23813 4.03978  0.082
H: -1.69127 0.29020 3.79535  0.093
H: -2.46315 -0.67999 2.25849  -0.009
H: 0.44613 -2.52508 5.30137  0.084
H: -0.77981 -3.84588 4.49444  0.109
H: -1.41898 -2.36143 5.51604  0.087
H: 1.65323 -3.53331 2.53182  0.061
H: 3.61529 -1.91152 2.21915  0.034
H: 2.57348 -0.36676 1.90572  0.119
H: 2.21971 -0.08151 4.76064  0.131
H: 4.50290 -2.07311 4.20896  0.000
C: 4.63887 -4.34802 -0.16420  -1.507
Cl: 3.19756 -5.34949 0.07929  0.531
Cl: 5.22705 -3.71751 1.38370  0.528
Cl: 5.90913 -5.27427 -0.98168  0.504
H: 4.36669 -3.50151 -0.79981  0.023
C: -3.24082 -0.49956 -1.25120  -1.566
Cl: -3.66727 1.21076 -1.07074  0.524
Cl: -2.62275 -0.81799 -2.88095  0.527
Cl: -2.04871 -0.97568 -0.02974  0.549
H: -4.14380 -1.09718 -1.10245  -0.095
C: -6.78622 3.01481 -3.03039  -1.504
Cl: -6.93901 3.27282 -4.77673  0.533
Cl: -7.56379 4.33233 -2.13650  0.498
Cl: -7.48446 1.45300 -2.56886  0.494
H: -5.72345 3.00578 -2.77528  0.003
C: 7.64978 -8.20732 1.56542  -1.507
Cl: 9.19995 -7.88626 0.76948  0.522
Cl: 7.90773 -8.95331 3.15176  0.499
Cl: 6.71160 -6.71272 1.72599  0.461
H: 7.08205 -8.90531 0.94483  0.022
C: -7.78654 8.12557 -1.15096  -1.516
Cl: -9.22785 7.12410 -0.90746  0.513
Cl: -7.19835 8.75608 0.39695  0.521
Cl: -6.51627 7.19932 -1.96843  0.459
H: -8.05872 8.97207 -1.78657  0.021
C: -10.12900 0.96444 -5.66769  -1.534
Cl: -10.79962 0.73526 -4.04369  0.509
Cl: -9.71935 -0.59724 -6.39766  0.523
Cl: -11.27103 1.84996 -6.69306  0.536
H: -9.21346 1.55529 -5.58199  -0.028
C: 7.00557 0.55022 4.93359  -1.538
Cl: 6.57913 2.26053 5.11404  0.514
Cl: 7.62365 0.23178 3.30383  0.512
Cl: 8.19769 0.07409 6.15504  0.521
H: 6.10260 -0.04741 5.08233  -0.026
C: 9.14555 2.36518 0.51113  -1.530
Cl: 9.65186 0.70906 0.13626  0.499
Cl: 10.52516 3.32583 1.07090  0.490
Cl: 8.39428 3.12147 -0.90429  0.520
H: 8.40506 2.32551 1.31409  -0.016
C: -4.30422 8.24765 -5.52534  -1.532
Cl: -4.45701 8.50567 -7.27168  0.520
Cl: -5.08178 9.56518 -4.63145  0.508
Cl: -5.00245 6.68585 -5.06380  0.490
H: -3.24145 8.23862 -5.27022  0.020
C: 6.45236 -5.85829 5.93616  -1.515
Cl: 5.51051 -4.41665 5.51877  0.517
Cl: 5.40962 -7.29001 5.98497  0.518
Cl: 7.77637 -6.09205 4.78197  0.490
H: 6.88351 -5.71220 6.92985  0.019
C: -6.45779 -2.48883 0.48269  -1.489
Cl: -7.15495 -1.07194 -0.32104  0.519
Cl: -4.69994 -2.31984 0.62729  0.577
Cl: -7.19340 -2.72410 2.07746  0.532
H: -6.66997 -3.37023 -0.12785  0.025
C: 14.39162 2.86546 -0.37198  -1.530
Cl: 12.95031 1.86399 -0.12849  0.480
Cl: 14.97980 3.49597 1.17592  0.514
Cl: 15.66188 1.93921 -1.18946  0.514
H: 14.11944 3.71196 -1.00759  0.020
C: -13.26733 1.65422 -9.96753  -1.548
Cl: -14.20918 3.09585 -10.38492  0.513
Cl: -14.31006 0.22250 -9.91872  0.514
Cl: -11.94332 1.42045 -11.12172  0.512
H: -12.83618 1.80031 -8.97384  -0.045

* multiplicity: 1
* highest occupied orbital energy: -9.27 eV
* HOMO-LUMO gap: 9.4 eV
* energy above the lowest of the compared OMol25 structures with the same formula, charge and spin: 390.8 kJ/mol

Entry 2:
The following is a quantum chemistry calculation of a structure of composition C18H24Cl7F4O17V at a distorted geometry, from OMol25.

Each line ends with the Löwdin charge.
Element x y z (Å)
O: 1.73442 -0.72236 4.32731  -0.330
V: 0.55145 -1.74112 4.40307  1.041
Cl: -0.62032 0.05154 1.19976  0.657
O: -0.70075 -0.67785 2.46745  -0.400
O: 0.44389 1.00713 1.24980  -0.336
O: -0.29659 -0.84478 0.13090  -0.353
O: -1.93869 0.64395 0.99808  -0.345
C: 1.48806 -1.80644 -2.29553  -0.091
C: 1.42694 -1.36910 -3.76237  -0.339
O: 2.07707 -2.45281 -4.35021  0.131
C: 2.96553 -3.00918 -3.45442  -0.530
O: 3.87100 -3.69608 -3.77617  0.204
O: 2.63215 -2.60458 -2.22241  0.058
F: 2.10158 -0.22573 -4.05189  0.070
H: 0.61751 -2.43024 -2.06213  0.144
H: 1.44572 -1.00044 -1.56340  0.113
H: 0.38619 -1.33949 -4.08180  0.141
C: -0.42814 3.64594 -0.46783  -0.016
C: -1.65944 3.82793 -1.39642  -0.256
O: -1.94385 5.21828 -1.29146  0.227
C: -0.90134 5.80240 -0.76857  -0.439
O: -0.92234 7.06351 -0.64603  0.477
O: -0.07147 5.00429 -0.21957  0.123
F: -2.74681 3.20328 -0.89250  0.097
H: 0.32063 2.95235 -0.84721  0.118
H: -0.73031 3.11681 0.43774  0.101
H: -1.54316 3.46147 -2.41702  0.134
C: 4.20968 -4.35333 1.25041  -0.027
C: 3.10110 -4.67070 0.25518  -0.277
O: 1.96015 -4.29927 0.99959  0.175
C: 2.28000 -3.30085 1.81224  -0.513
O: 1.54176 -2.61203 2.44976  0.098
O: 3.62752 -3.23286 1.91076  0.095
F: 3.07471 -6.00793 0.01481  0.082
H: 5.14432 -4.13481 0.73816  0.148
H: 4.41096 -5.19783 1.91011  0.149
H: 3.13845 -4.18674 -0.71860  0.155
C: -3.47472 -2.77725 0.32120  -0.102
C: -4.73065 -2.24795 1.05520  -0.309
O: -4.27951 -2.20437 2.39332  0.137
C: -3.20148 -3.05502 2.51597  -0.545
O: -2.67336 -3.33643 3.54181  0.154
O: -2.87794 -3.56928 1.32493  0.088
F: -5.74938 -3.14378 0.91525  0.063
H: -2.81332 -1.95279 0.04871  0.104
H: -3.67272 -3.40646 -0.54138  0.128
H: -5.12232 -1.31916 0.64760  0.138
Cl: -1.42010 5.25445 2.68392  0.615
C: -1.48712 3.54461 3.17464  -0.635
C: -0.52597 3.30588 4.33242  -0.658
Cl: -1.01740 1.82393 5.13143  0.620
H: -1.17815 3.03254 2.26929  0.016
H: -2.51902 3.30369 3.41043  0.076
H: -0.52364 4.16125 5.00709  0.069
H: 0.51004 3.23976 4.00325  0.082
Cl: -0.97491 0.88577 -2.77726  0.657
C: -2.41629 -0.11395 -3.14919  -0.581
C: -3.63532 0.28894 -2.27404  -0.634
Cl: -4.70241 -1.10630 -2.14045  0.679
H: -2.18115 -1.15855 -2.97385  0.058
H: -2.69711 0.13465 -4.16757  0.074
H: -4.09370 1.12493 -2.79842  0.077
H: -3.35207 0.60866 -1.27392  0.041
Cl: 2.99838 4.35201 -1.27882  0.555
C: 4.19356 3.01072 -1.09254  -0.617
C: 3.49432 1.87688 -0.33474  -0.681
Cl: 4.70413 0.61863 -0.02364  0.588
H: 5.11912 3.38300 -0.66332  0.074
H: 4.42319 2.69358 -2.10706  0.069
H: 2.79458 1.42402 -1.02864  0.050
H: 3.03482 2.24111 0.57878  0.065

* multiplicity: 4
* highest occupied orbital energy (spin up / spin down): -11.98 / -12.97 eV
* HOMO-LUMO gap (spin up / spin down): 8.2 / 3.5 eV
* expectation value of S²: 3.8039
* net charge: +1

Entry 3:
The following is a quantum chemistry calculation of a cluster of 2 separate species, C18H24ClF2N4O4S in total at a distorted geometry, from OMol25.

Each line ends with the Löwdin charge.
Element x y z (Å)
C: 3.99518 -5.02543 -0.05543  -0.045
C: 2.92113 -4.01744 -0.82366  -0.228
C: 3.24832 -3.74740 -2.43895  -0.054
N: 1.83007 -3.44117 -0.17403  0.080
C: 1.81599 -1.97731 -0.63747  -0.054
C: 0.73554 -1.53655 -1.79455  -0.058
C: -0.36028 -2.52875 -2.52217  -0.168
C: -1.86720 -2.01645 -2.04983  -0.249
C: -1.90224 -1.54464 -0.47744  -0.552
Cl: -3.71297 -1.36087 0.01097  0.456
C: 0.76042 0.03424 -2.32153  0.134
C: 1.86412 1.06930 -1.67186  -0.090
N: 1.88664 2.48233 -2.21138  0.058
C: 0.98371 3.42259 -1.44395  -0.148
O: 1.02844 4.73323 -1.80525  0.065
F: 0.02084 3.05545 -0.38008  0.022
C: 3.34016 2.90027 -2.17858  -0.184
O: 3.90960 3.73302 -1.30235  0.079
F: 4.24794 2.26862 -3.20784  0.013
C: 2.86330 0.47658 -0.49239  0.162
N: 2.82121 -0.98550 -0.01663  -0.104
N: 3.73278 -1.37162 0.95960  0.005
C: 3.12140 -1.57561 2.17602  -0.455
S: 2.15029 -1.92198 3.56700  0.735
H: 5.06310 -4.84380 -0.50196  0.102
H: 3.67198 -6.16591 -0.19070  0.115
H: 3.97343 -4.78257 1.09036  0.086
H: 3.93280 -2.77715 -2.56064  0.111
H: 3.88524 -4.63123 -2.89669  0.102
H: 2.28015 -3.66243 -3.09484  0.080
H: -0.26929 -2.30525 -3.69097  0.136
H: -0.16807 -3.67176 -2.31188  0.125
H: -2.09751 -1.04427 -2.70246  0.122
H: -2.70717 -2.84280 -2.23581  0.131
H: -1.40318 -0.49834 -0.26747  0.080
H: -1.43956 -2.36238 0.25835  0.102
H: -0.00812 0.37655 -3.14945  0.140
H: 3.65928 1.18282 0.02010  0.156
C: -5.57454 3.10374 3.03217  -0.107
O: -4.45633 3.71680 3.66471  -0.192
C: -3.50612 2.75486 4.13393  -0.193
C: -2.29380 2.67365 3.20143  -0.195
O: -2.65080 2.10984 1.93589  -0.210
C: -2.77038 3.10020 0.92078  -0.108
H: -6.15789 3.88341 2.53485  0.092
H: -5.26510 2.37076 2.28425  0.081
H: -6.20468 2.61989 3.78484  0.089
H: -3.97274 1.77025 4.26010  0.125
H: -3.16948 3.09554 5.11812  0.124
H: -1.55151 2.00446 3.64872  0.117
H: -1.82728 3.65777 3.07637  0.127
H: -1.77902 3.47467 0.64969  0.060
H: -3.40563 3.93134 1.24002  0.091
H: -3.22222 2.63642 0.03997  0.091

* multiplicity: 1
* highest occupied orbital energy: -10.90 eV
* HOMO-LUMO gap: 5.4 eV
* net charge: +1

Entry 4:
The following is a quantum chemistry calculation of a structure of composition C18H24FKO10S2Zn at a distorted geometry, from OMol25.

Each line ends with the Löwdin charge.
Element x y z (Å)
Zn: -0.22026 2.76765 1.65700  1.106
K: -2.53118 0.43962 3.42643  0.889
F: -0.41041 0.74045 1.59156  -0.509
O: -1.97483 2.95273 0.44865  -0.362
S: -2.72783 2.52334 -0.71914  0.815
O: -3.43464 3.42170 -1.73149  -0.255
O: -1.65943 1.63468 -1.66119  -0.308
C: -2.13582 0.97927 -2.82150  -0.272
C: -1.87698 -0.56894 -2.73474  -0.018
C: -3.87266 1.01975 -0.38489  -0.036
H: -1.57317 1.39065 -3.65954  0.123
H: -3.12902 1.29921 -3.13657  0.123
H: -2.12474 -0.95554 -3.72330  0.097
H: -2.57065 -0.95431 -1.98746  0.062
H: -0.82333 -0.74088 -2.51486  0.061
H: -4.05336 0.39712 -1.26113  0.067
H: -4.83054 1.47523 -0.13371  0.076
H: -3.55013 0.42858 0.47220  0.050
O: 3.03137 3.23293 -1.43366  -0.228
S: 1.71996 2.59601 -1.21499  0.757
O: 0.98359 2.70628 0.01958  -0.373
O: 0.61967 3.12475 -2.35692  -0.280
C: 0.53191 4.53624 -2.61982  -0.244
C: -0.07173 4.71809 -4.04175  -0.025
C: 1.69645 0.78305 -1.62797  -0.037
H: 1.44643 5.12033 -2.51692  0.120
H: -0.10291 4.98435 -1.85543  0.110
H: -0.21070 3.72992 -4.48028  0.079
H: 0.61490 5.36614 -4.58640  0.084
H: -1.02091 5.25340 -4.01710  0.081
H: 2.25165 0.33320 -0.80488  0.070
H: 2.31492 0.65279 -2.51602  0.092
H: 0.68855 0.36879 -1.60294  0.045
C: 2.71855 -1.39643 4.05770  0.059
C: 1.40447 -1.37032 3.72317  0.005
C: 0.45472 -1.37422 4.75146  -0.408
O: -0.74181 -1.52650 4.53624  -0.006
C: 0.94180 -1.41443 6.18929  0.047
C: 2.27859 -1.31975 6.49705  0.051
C: 3.29474 -1.36858 5.39289  -0.353
O: 4.48562 -1.23183 5.66981  0.144
H: 3.44907 -1.45072 3.26411  0.128
H: 1.21600 -1.31794 2.66103  0.098
H: 0.30604 -1.50646 7.05747  0.117
H: 2.52612 -1.43944 7.54147  0.124
C: 0.11078 -2.93609 0.08496  0.031
C: -0.79159 -3.90864 -0.34345  0.022
C: -0.46013 -5.15731 -0.97278  -0.392
O: -1.25586 -6.06784 -1.21819  0.139
C: 0.98368 -5.29191 -1.19188  0.048
C: 1.83958 -4.31538 -0.76950  0.019
C: 1.63294 -3.05999 -0.01228  -0.353
O: 2.47649 -2.31027 0.48001  0.079
H: -0.25568 -1.97261 0.40715  0.082
H: -1.79029 -3.49953 -0.38394  0.110
H: 1.30265 -6.07806 -1.86019  0.133
H: 2.87936 -4.44232 -1.03242  0.118

* multiplicity: 1
* highest occupied orbital energy: -14.52 eV
* HOMO-LUMO gap: 4.9 eV
* net charge: +2

- multiplicity of number 1 (C18H24BCl39N2)?
  1